Molecular formula: C45H86O45
Method: DFT, ωB97M-V/def2-TZVPD

```
176
Properties=species:S:1:pos:R:3:forces:R:3:lowdin_charge:R:1
C -2.42627 1.60049 7.31795 0.437 -1.654 1.002 -0.11
C -1.22341 0.62326 7.48327 0.353 0.595 0.333 -0.11
O -0.44949 0.87107 6.33335 0.987 0.228 -1.343 0.04
C -0.93654 1.86986 5.56089 -1.253 -1.536 1.435 -0.52
O -0.52586 2.19395 4.50120 0.335 0.448 0.090 0.16
O -2.08385 2.31856 6.15132 -0.268 0.936 -0.334 0.06
H -2.48857 2.16249 8.24982 0.172 0.858 -0.486 0.12
H -3.39237 1.09850 7.26548 0.063 -0.036 -0.772 0.12
H -1.33938 -0.45903 7.54056 -0.705 0.222 0.008 0.12
H -0.61175 0.95935 8.32054 -0.075 -0.185 0.234 0.12
C 3.21391 -2.93699 0.85842 0.323 1.077 0.299 -0.13
C 4.48818 -3.68742 0.57637 1.288 0.861 0.924 -0.11
O 4.03907 -5.01899 0.36571 -0.670 -0.105 -0.207 0.07
C 2.73441 -4.93582 0.00100 -1.113 -1.688 -1.663 -0.55
O 2.05954 -5.86256 -0.42235 1.444 1.891 1.147 0.13
O 2.33454 -3.65163 0.03686 -1.490 -0.860 0.248 0.04
H 3.11188 -1.88428 0.59480 0.580 -0.055 -0.447 0.12
H 2.96566 -2.94522 1.91974 -0.412 -0.640 0.130 0.13
H 5.16046 -3.69357 1.43434 -0.008 -0.034 -0.045 0.14
H 5.04092 -3.28697 -0.27347 -0.165 -0.280 -0.300 0.13
C -1.80011 3.21516 2.13425 0.203 -0.671 1.406 -0.07
O -2.02392 3.05966 0.76387 -0.456 0.426 -0.952 -0.02
C -2.42136 4.11580 0.04371 0.168 0.923 -0.060 -0.55
O -2.63250 5.25680 0.43907 0.266 -2.176 -0.919 0.13
O -2.46441 3.63305 -1.22690 -0.423 0.668 0.082 -0.03
C -2.83372 4.51694 -2.28479 0.240 1.531 -0.339 -0.07
H -1.09874 4.01224 2.38091 -0.093 -0.005 -0.137 0.11
H -1.40140 2.25367 2.45776 0.278 0.279 -0.183 0.06
H -2.70838 3.30751 2.72975 -0.259 0.476 -0.305 0.10
H -3.71030 5.14114 -2.11133 -0.483 -0.753 0.355 0.10
H -2.90448 4.00309 -3.24347 -0.258 -0.505 0.531 0.10
H -2.10098 5.30905 -2.43887 0.645 -0.164 0.256 0.08
C -0.47959 -3.87260 1.58567 -0.245 -0.420 -0.941 -0.03
O 0.43240 -4.44886 2.56338 -0.658 -0.070 0.232 -0.01
C 0.09259 -5.63146 3.13577 -2.672 -0.606 -1.580 -0.59
O -0.93469 -6.27832 2.91641 1.717 1.456 0.254 0.10
O 1.04408 -6.00424 3.94998 0.860 0.513 0.286 0.01
C 1.04123 -7.31289 4.48925 0.462 -1.022 -0.067 -0.04
H -0.00983 -3.01531 1.10351 0.427 -0.146 0.464 0.08
H -1.46361 -3.53381 1.90974 0.392 -0.256 0.996 0.06
H -0.67756 -4.57373 0.77491 0.237 -0.320 0.160 0.10
H 0.46633 -8.05580 3.93638 -0.476 0.551 -0.135 0.10
H 0.73526 -7.31083 5.53543 0.002 0.143 -0.105 0.10
H 2.06730 -7.66485 4.38245 0.097 0.179 0.399 0.09
C -8.05646 3.40189 -2.00177 0.656 0.438 -0.869 -0.03
O -7.14944 2.55752 -1.33758 -0.860 0.098 1.137 0.00
C -5.95425 2.31383 -1.82271 1.226 -0.797 -0.797 -0.61
O -5.43161 2.64630 -2.86541 -0.774 0.273 0.661 0.13
O -5.41232 1.52232 -0.90722 1.516 -0.812 0.216 0.01
C -4.13887 0.82655 -1.11189 -0.583 -0.282 -0.272 -0.01
H -8.78950 3.81379 -1.30817 0.144 -0.433 0.125 0.10
H -8.51335 2.79753 -2.78541 -0.259 0.458 -0.162 0.10
H -7.45571 4.22374 -2.39135 -0.420 0.135 -0.490 0.10
H -3.87737 0.54960 -0.09061 0.458 0.193 -0.316 0.09
H -3.34913 1.30835 -1.68833 -0.296 1.015 0.653 0.08
H -4.25629 -0.07498 -1.71318 -0.736 -0.277 0.222 0.07
C -0.86848 0.20387 -2.46260 0.750 0.438 -0.572 -0.01
O -1.13463 -0.06359 -1.08230 -0.281 0.068 -0.792 0.00
C -0.17974 0.00282 -0.16212 4.212 1.190 -1.697 -0.63
O 1.03707 0.29219 -0.30040 -2.727 -0.497 -0.440 0.07
O -0.69857 -0.31087 0.94529 -1.953 -0.924 2.846 0.02
C -0.00336 -0.30882 2.21682 0.351 0.439 -0.743 0.02
H 0.00383 -0.33077 -2.83854 0.118 -0.185 0.301 0.09
H -0.67637 1.25951 -2.65448 0.016 0.104 0.426 0.08
H -1.70349 -0.06419 -3.10992 -0.278 -0.237 0.660 0.08
H 0.51574 0.63956 2.35540 -0.220 0.105 0.063 0.09
H 0.76482 -1.08202 2.22916 -0.260 -0.217 0.096 0.09
H -0.80694 -0.45808 2.93799 0.468 -0.068 -0.067 0.08
C -2.74976 -2.77598 -6.04058 -0.735 0.446 0.019 -0.02
O -1.44760 -2.17574 -6.14172 0.017 -1.338 0.474 0.02
C -1.22171 -0.93670 -5.76896 -1.959 0.867 -1.299 -0.61
O -2.07339 -0.13273 -5.41653 1.194 -0.656 0.329 0.10
O 0.03510 -0.68462 -6.10937 1.464 1.231 0.524 0.02
C 0.46295 0.69357 -5.98840 -0.379 0.929 -0.007 -0.03
H -3.32657 -2.49080 -6.92039 0.124 -0.124 -0.186 0.10
H -3.34690 -2.47078 -5.18129 0.625 0.207 0.140 0.05
H -2.65226 -3.86004 -5.98220 0.425 0.210 -0.170 0.10
H 0.25296 1.13258 -5.01307 -0.243 -0.326 0.085 0.07
H -0.00566 1.33244 -6.73697 -0.494 -0.286 -0.028 0.10
H 1.52363 0.88256 -6.15374 0.120 -1.163 -0.031 0.09
C 4.13783 -4.83073 -3.07735 2.219 0.494 0.282 -0.04
O 3.45300 -3.61007 -2.77004 -0.937 1.375 -0.638 -0.05
C 3.68528 -2.45459 -3.50281 1.004 -1.087 -0.677 -0.50
O 4.44949 -2.40568 -4.46234 -1.619 0.220 1.875 0.12
O 2.95769 -1.43684 -2.96229 1.107 -2.857 0.798 -0.03
C 3.01268 -0.20660 -3.62489 -0.054 0.560 -0.387 -0.05
H 4.10829 -5.26377 -4.07720 -1.049 0.375 -0.054 0.10
H 3.97540 -5.55766 -2.28156 -0.794 0.184 -0.261 0.09
H 5.19954 -4.60680 -2.97379 0.305 0.078 -0.025 0.09
H 4.02904 0.03585 -3.93523 -0.137 -0.182 -0.408 0.10
H 2.71976 0.56929 -2.91757 -0.368 -0.301 -0.070 0.08
H 2.29605 -0.34435 -4.43456 0.333 0.856 -0.309 0.09
C 8.59838 2.63176 1.56792 0.741 0.904 -0.736 -0.07
O 7.46834 1.82994 1.41526 -2.126 -2.074 -0.871 -0.03
C 6.85137 1.54450 0.21682 1.215 0.771 -0.663 -0.52
O 7.25303 1.88812 -0.88087 -0.572 -0.293 1.610 0.12
O 5.75189 0.79184 0.44585 0.399 0.669 0.031 -0.03
C 4.71139 0.87324 -0.56496 -0.272 -0.682 0.210 -0.01
H 9.25499 2.22085 2.33481 -0.518 0.022 0.337 0.10
H 8.20270 3.62102 1.79793 0.540 0.149 0.267 0.09
H 9.24820 2.70701 0.69604 -0.417 -0.084 -0.420 0.09
H 3.99190 0.08255 -0.35227 0.131 -0.035 0.388 0.07
H 5.06682 0.63801 -1.56817 0.335 0.550 0.081 0.09
H 4.16741 1.81161 -0.45698 0.357 0.194 -0.326 0.09
C 4.06931 0.81659 3.28259 -1.198 0.632 -0.226 0.01
O 4.07052 0.75442 4.72204 0.952 0.180 -1.183 0.02
C 3.54060 -0.27650 5.34583 -1.561 -0.555 0.321 -0.59
O 2.62714 -1.00039 4.96772 1.601 0.637 0.527 0.10
O 4.12893 -0.25478 6.54865 0.484 0.157 -0.274 -0.01
C 3.77026 -1.12010 7.59006 -0.961 -0.672 0.201 -0.05
H 5.00490 0.55266 2.78953 0.098 -0.329 0.602 0.09
H 3.85872 1.85894 3.04332 0.108 -0.110 0.129 0.08
H 3.22375 0.25594 2.88408 0.149 -0.285 0.027 0.09
H 4.03750 -2.15898 7.39662 0.367 0.054 -0.113 0.10
H 2.68820 -1.13583 7.72048 -0.101 0.211 0.127 0.09
H 4.25818 -0.74761 8.49076 -0.033 -0.086 -0.176 0.10
C 5.39762 4.47513 3.32646 -0.180 1.161 -0.120 -0.03
O 4.05665 4.15089 2.99934 -1.523 -0.859 -0.714 -0.04
C 3.62661 4.06949 1.72606 -0.639 1.102 -2.683 -0.50
O 4.26362 4.30808 0.69137 -1.177 -0.984 2.694 0.10
O 2.25833 3.79880 1.75272 2.133 0.150 1.976 -0.02
C 1.39760 3.62902 0.65547 -0.194 -1.067 -0.868 -0.05
H 5.97318 3.60284 3.63621 -0.019 -0.058 -0.513 0.10
H 5.30821 5.14203 4.18398 0.045 -0.129 0.110 0.10
H 5.78931 5.08941 2.51569 0.551 -0.489 -0.069 0.10
H 0.65865 2.85598 0.86632 0.104 -0.079 0.839 0.07
H 1.89300 3.14501 -0.18621 0.290 0.874 -0.404 0.09
H 0.78537 4.50979 0.46178 0.652 0.348 -0.337 0.10
C -5.22409 -0.40548 -4.43227 0.011 -2.312 0.418 -0.07
O -5.96026 0.56407 -5.07101 -1.450 1.902 -0.965 0.01
C -7.27211 0.44909 -5.31805 -0.593 -0.674 -0.042 -0.57
O -8.08102 -0.39960 -4.97757 1.547 0.627 0.191 0.11
O -7.61020 1.48499 -6.10073 -1.265 0.772 -0.078 0.00
C -9.04952 1.68061 -6.26492 -0.510 -0.552 0.334 -0.04
H -5.81965 -0.90276 -3.66669 0.103 0.110 0.301 0.10
H -4.27878 -0.02887 -4.04154 -0.368 0.358 -0.186 0.08
H -5.00427 -1.17761 -5.16956 0.266 -0.108 0.069 0.09
H -9.56099 0.85036 -6.75194 0.617 -0.143 -0.479 0.09
H -9.30174 2.60727 -6.78045 0.875 -0.074 -0.173 0.09
H -9.61789 1.71212 -5.33537 0.666 0.143 0.555 0.08
C 4.88883 2.97903 -3.94162 0.933 0.842 -1.010 -0.05
O 3.51498 2.66116 -3.88285 -1.595 0.222 1.049 -0.05
C 2.69137 3.53914 -3.24694 -0.503 2.186 -0.275 -0.55
O 3.00730 4.60024 -2.74068 -0.009 -1.596 -0.455 0.13
O 1.40416 3.14765 -3.40476 0.780 -0.961 0.184 -0.04
C 0.23890 3.98098 -3.16562 0.713 -0.035 -0.554 -0.02
H 5.03317 4.03132 -4.18646 -0.173 0.164 0.380 0.10
H 5.25902 2.47229 -4.83285 0.031 -0.410 0.268 0.10
H 5.49542 2.73575 -3.06929 -0.420 -0.194 0.179 0.09
H 0.15811 4.50256 -2.21193 0.542 -0.414 0.203 0.09
H -0.57028 3.26064 -3.28579 -0.025 0.370 0.049 0.07
H 0.21874 4.73991 -3.94774 -0.159 -0.038 -0.052 0.11
C -0.11360 -3.08850 -2.17242 0.472 -1.110 1.856 -0.03
O -1.30122 -3.04611 -2.90159 -1.599 0.387 -1.345 0.01
C -2.49358 -2.91493 -2.30368 0.082 0.988 0.978 -0.54
O -3.52015 -2.77503 -2.92192 0.367 -0.380 0.454 0.13
O -2.37533 -2.82896 -0.94650 1.771 -0.737 -1.793 -0.04
C -3.48930 -2.79292 -0.10809 -1.042 0.012 -0.363 -0.02
H 0.75716 -3.29845 -2.79354 -0.375 0.483 -0.335 0.10
H -0.21412 -3.95380 -1.51725 0.439 0.018 0.314 0.09
H -0.01510 -2.20947 -1.53547 0.337 -0.023 -0.263 0.08
H -4.26653 -3.45396 -0.49155 -0.043 -0.130 0.123 0.11
H -3.89015 -1.77978 -0.13912 -0.032 -0.030 0.570 0.08
H -3.12828 -3.13493 0.86186 -0.358 0.381 -0.031 0.08
C -4.85348 -0.33319 3.88671 0.636 -0.400 0.207 0.01
O -3.77654 -0.68870 4.82880 1.002 -0.879 0.168 -0.03
C -2.78425 -1.57230 4.49031 -0.515 -0.996 0.517 -0.48
O -2.57239 -1.98148 3.37199 0.011 0.465 1.191 0.11
O -2.12414 -2.03530 5.66324 -1.568 1.510 -2.029 -0.04
C -1.11608 -3.03343 5.51539 1.114 -0.259 0.255 -0.05
H -4.98164 -1.05833 3.08307 0.408 -0.057 0.094 0.09
H -4.65087 0.65480 3.47326 0.050 -0.113 0.082 0.09
H -5.77108 -0.33029 4.47501 0.232 0.132 0.092 0.09
H -1.46660 -4.00755 5.17430 -0.387 0.246 -0.171 0.10
H -0.66137 -3.16507 6.49723 -0.571 -0.004 0.318 0.09
H -0.22833 -2.74276 4.95369 -0.434 0.404 -0.697 0.09
```
Positions in Å, forces in eV/Å.

## Properties
E ... -140193.4003 eV
Highest occupied orbital energy ... -0.3819 Ha
Largest force on an atom ... 4.69 eV Å⁻¹
LUMO ... 0.33 eV
Energy above the lowest of the compared OMol25 structures with the same formula, charge and spin ... 0.0000 eV